Entry 1:
ORCA calculation (ωB97M-V/def2-TZVPD) on 3 unconnected molecules or ions with the total composition C4H8N2O.

Calculated values
HOMO level ... -8.79 eV
LUMO energy ... 0.1 eV
Energy relative to the best compared isomer or geometry (same formula, charge and spin) ... 539.7 kJ/mol
Gap between HOMO and LUMO ... 8.93 eV

Each line ends with the natural charge from an NBO analysis.
Element x y z (Å)
N -0.33 2.25 -0.48  -0.87
C -0.16 1.25 -1.31  0.54
O 0.28 1.09 -2.45  -0.66
C -0.64 -0.08 -0.71  0.23
N 0.25 -0.92 -0.22  -0.34
C 0.23 -1.90 0.82  -0.23
C 1.22 -0.76 0.82  -0.22
H -0.05 3.14 -0.87  0.38
H -1.10 1.44 0.55  0.22
H -1.41 0.66 0.80  -0.16
H -1.56 -0.53 -1.06  0.22
H -0.61 -1.85 1.51  0.22
H 0.57 -2.90 0.55  0.22
H 1.04 0.07 1.50  0.23
H 2.25 -0.96 0.55  0.23



Entry 2:
ORCA calculation (ωB97M-V/def2-TZVPD) on a molecular structure, C49H30N13O2Ta.

Calculated values
HOMO level (alpha / beta) ... -11.79 / -11.68 eV
LUMO energy (alpha / beta) ... -6.8 / -6.8 eV
Energy relative to the best compared isomer or geometry (same formula, charge and spin) ... 675.4 kJ/mol
Net charge ... +2
Gap between HOMO and LUMO (alpha / beta) ... 4.95 / 4.87 eV

Each line ends with the Löwdin charge.
Element x y z (Å)
Ta -0.21 0.04 0.20  2.11
C -2.17 -0.89 -6.21  -0.03
C -1.74 0.42 -6.43  -0.03
C -1.03 1.11 -5.45  0.02
C -0.81 0.45 -4.25  -0.12
C -0.12 0.88 -3.04  -0.25
N 0.49 2.04 -3.00  0.22
C 1.10 2.33 -1.89  -0.21
C 1.81 3.62 -1.64  -0.05
C 2.57 4.37 -2.44  0.04
C 3.49 5.39 -1.93  -0.05
C 4.06 5.55 -0.72  -0.04
C 4.09 4.75 0.58  -0.08
C 1.82 3.74 -0.20  -0.19
C 1.58 2.36 0.28  -0.39
N 1.81 2.02 2.34  0.13
C 1.91 0.67 2.62  -0.22
N 1.35 -0.26 1.83  0.06
C 1.68 -1.50 2.44  -0.27
N 1.53 -2.67 1.92  0.20
C 0.98 -2.91 0.76  -0.33
N 0.35 -2.01 -0.12  0.00
C -0.10 -2.79 -1.18  -0.26
N -0.72 -2.41 -2.31  0.22
C -0.75 -1.21 -2.72  -0.29
N -0.19 -0.09 -2.06  0.02
C -1.23 -0.84 -4.04  -0.11
C -1.91 -1.55 -5.01  0.02
C 0.22 -4.15 -0.97  -0.11
C -0.02 -5.29 -1.76  0.01
C 0.46 -6.48 -1.30  -0.05
C 1.18 -6.56 -0.08  -0.04
C 1.42 -5.45 0.70  0.01
C 0.91 -4.23 0.23  -0.11
C 2.42 -1.26 3.64  -0.09
C 2.92 -2.11 4.62  0.01
C 3.59 -1.53 5.68  -0.03
C 3.76 -0.12 5.77  -0.04
C 3.26 0.72 4.82  0.01
C 2.58 0.13 3.74  -0.10
N 1.12 1.55 -0.78  0.06
H -2.71 -1.40 -7.00  0.12
H -1.94 0.89 -7.38  0.12
H -0.68 2.12 -5.61  0.12
H 2.56 4.20 -3.52  0.13
H 3.80 6.12 -2.67  0.11
H 4.75 6.39 -0.67  0.12
H 4.33 5.43 1.39  0.13
H -2.22 -2.58 -4.84  0.12
H -0.56 -5.22 -2.69  0.12
H 0.30 -7.39 -1.87  0.12
H 1.56 -7.52 0.25  0.12
H 1.97 -5.51 1.63  0.12
H 2.79 -3.18 4.56  0.12
H 3.98 -2.15 6.47  0.12
H 4.30 0.28 6.62  0.12
H 3.38 1.79 4.89  0.12
O -3.98 1.21 1.32  0.17
C -2.92 0.71 1.54  -0.47
N -1.65 1.29 1.30  -0.06
C -1.59 2.65 1.75  -0.42
O -2.53 3.30 2.10  0.16
C -0.22 3.14 1.67  -0.14
C 0.19 4.39 1.55  0.14
C 1.50 4.71 0.91  0.00
C 2.84 3.96 0.88  -0.16
C 2.77 2.44 1.24  0.03
N 0.70 2.11 1.40  -0.05
C -2.78 -0.64 2.14  -0.21
C -3.81 -1.15 2.90  0.04
C -3.67 -2.44 3.40  0.00
C -2.53 -3.14 3.08  0.00
C -1.55 -2.55 2.30  -0.09
N -1.66 -1.30 1.83  0.03
H -0.51 5.21 1.71  0.15
H 1.65 5.75 0.67  0.16
H 4.94 4.06 0.51  0.14
H 3.70 1.89 1.17  0.18
H -4.68 -0.54 3.09  0.14
H -4.45 -2.88 4.01  0.13
H -2.37 -4.16 3.43  0.13
H -0.67 -3.10 2.05  0.09
N -2.44 1.82 -1.47  0.18
C -3.00 0.57 -1.47  -0.36
C -4.12 0.29 -2.25  0.02
C -4.65 -0.97 -2.26  -0.01
C -4.06 -1.96 -1.47  -0.02
C -2.95 -1.63 -0.74  -0.12
N -2.40 -0.39 -0.74  -0.01
H -2.95 2.51 -2.00  0.13
H -2.18 2.17 -0.55  0.07
H -4.58 1.09 -2.82  0.13
H -5.53 -1.19 -2.85  0.13
H -4.45 -2.97 -1.43  0.12
H -2.46 -2.38 -0.13  0.10



Entry 3:
ORCA calculation (ωB97M-V/def2-TZVPD) on a single C6H9NO molecule.

Calculated values
HOMO level ... -9.06 eV
LUMO energy ... 0.8 eV
Energy relative to the best compared isomer or geometry (same formula, charge and spin) ... 831.1 kJ/mol
SMILES ... C1C[C@]2(CO2)[C@@H]2N[C@@H]12
Gap between HOMO and LUMO ... 9.85 eV

Each line ends with the natural charge from an NBO analysis.
Element x y z (Å)
C 1.11 1.36 0.15  -0.41
C -0.39 1.41 -0.36  -0.44
C -0.82 -0.19 -0.44  0.28
C -1.60 -0.88 0.69  -0.21
C 0.61 -0.72 -0.90  -0.22
C 1.18 -0.21 0.22  -0.06
H 1.23 1.95 1.27  0.22
H 1.55 1.76 -0.69  0.22
H -1.09 1.88 0.38  0.21
H -0.72 1.70 -1.36  0.23
H -2.09 -0.41 1.57  0.22
H -1.58 -2.05 0.78  0.21
H 1.17 -0.62 -1.81  0.25
H 1.45 -2.32 0.49  0.35
H 0.37 -0.63 1.11  0.19
N 1.68 -1.61 -0.31  -0.56
O -2.07 -0.41 -0.79  -0.49



Entry 4:
ORCA calculation (ωB97M-V/def2-TZVPD) on a single C3H2BrFN2 molecule.

Calculated values
HOMO level (alpha / beta) ... -8.61 / -9.36 eV
LUMO energy (alpha / beta) ... 0.7 / -2.2 eV
Multiplicity ... 3
Expectation value of S² ... 2.0496
Energy relative to the best compared isomer or geometry (same formula, charge and spin) ... 0.0 kJ/mol
Gap between HOMO and LUMO (alpha / beta) ... 9.34 / 7.19 eV

Each line ends with the Mulliken spin population.
Element x y z (Å)
C -0.04 -0.62 1.23  -0.12
C 0.96 0.71 -0.63  -0.14
C 0.97 -1.16 1.78  1.01
N 0.08 -0.13 -0.07  0.63
N 1.97 1.25 -0.10  0.39
F 2.79 1.97 -0.92  0.03
Br 2.54 -1.89 1.59  0.14
H -0.95 -0.41 1.85  0.06
H 0.70 0.67 -1.74  0.00



Entry 5:
ORCA calculation (ωB97M-V/def2-TZVPD) on a single C3H4O3 molecule.

Calculated values
HOMO level ... -9.43 eV
LUMO energy ... -0.1 eV
Energy relative to the best compared isomer or geometry (same formula, charge and spin) ... 348.5 kJ/mol
Gap between HOMO and LUMO ... 9.35 eV

Each line ends with the natural charge from an NBO analysis.
Element x y z (Å)
O -1.24 -0.52 -1.73  -0.70
C -0.52 0.30 -0.87  -0.16
C -0.05 -0.49 0.34  0.39
O -0.15 -1.71 0.35  -0.55
C 0.38 0.25 1.55  0.24
O 1.62 0.65 1.42  -0.61
H -1.10 -1.43 -1.41  0.49
H 0.38 0.72 -1.35  0.19
H -1.13 1.15 -0.54  0.20
H 1.85 1.13 2.24  0.51



Entry 6:
ORCA calculation (ωB97M-V/def2-TZVPD) on 2 unconnected molecules or ions with the total composition C2H2N2O.

Calculated values
HOMO level ... -10.45 eV
LUMO energy ... 0.8 eV
Energy relative to the best compared isomer or geometry (same formula, charge and spin) ... 396.4 kJ/mol
SMILES ... C#[N+][O-].C#N
Gap between HOMO and LUMO ... 11.22 eV

Each line ends with the natural charge from an NBO analysis.
Element x y z (Å)
C -1.98 -0.29 0.15  0.08
C 1.99 0.55 -0.14  -0.07
N -2.30 0.75 -0.05  -0.35
N 1.06 -0.16 -0.13  0.23
O 0.31 -1.04 -0.12  -0.40
H -1.66 -1.26 0.53  0.25
H 2.58 1.44 -0.24  0.25



Entry 7:
ORCA calculation (ωB97M-V/def2-TZVPD) on a molecular structure, C16H21CdN4O5PSe4.

Calculated values
HOMO level ... -0.65 eV
LUMO energy ... 4.3 eV
Energy relative to the best compared isomer or geometry (same formula, charge and spin) ... 21.6 kJ/mol
Net charge ... -2
Gap between HOMO and LUMO ... 4.90 eV

Each line ends with the natural charge from an NBO analysis.
Element x y z (Å)
Cd 0.54 1.42 0.95  1.52
Se -0.86 4.55 3.08  -0.73
Se -1.31 3.74 0.93  -0.22
Se -0.62 5.43 -0.60  -0.12
Se -1.32 4.38 -2.55  -0.74
N -0.93 1.12 2.79  -0.77
N -0.45 0.09 3.64  -0.56
C 0.99 -0.06 3.70  0.86
O 1.39 -0.69 4.68  -0.75
O 1.63 0.40 2.72  -0.84
H -0.91 2.05 3.24  0.41
H -1.88 0.92 2.50  0.37
H -0.81 0.14 4.58  0.36
C 0.79 -4.95 1.08  -0.23
C 0.32 -3.89 1.84  -0.20
C 0.55 -2.58 1.45  -0.23
C 1.29 -2.32 0.31  0.19
C 1.76 -3.38 -0.47  -0.25
C 1.51 -4.69 -0.08  -0.23
N 1.47 -0.96 -0.07  -0.23
N 2.43 -0.75 -0.82  -0.18
C 2.58 0.59 -1.28  0.10
C 3.47 0.71 -2.35  -0.23
C 3.65 1.95 -2.95  -0.26
C 2.95 3.04 -2.47  -0.20
C 2.09 2.91 -1.38  -0.24
C 1.88 1.69 -0.75  -0.54
H 0.60 -5.97 1.39  0.20
H -0.23 -4.08 2.76  0.21
H 0.17 -1.76 2.04  0.25
H 2.32 -3.16 -1.37  0.23
H 1.87 -5.51 -0.69  0.20
H 3.99 -0.17 -2.70  0.20
H 4.33 2.05 -3.79  0.19
H 3.06 4.01 -2.94  0.20
H 1.55 3.79 -1.05  0.24
C -2.96 -1.98 0.72  -0.26
O -2.75 -1.34 -0.53  -0.83
P -1.93 0.09 -0.49  1.63
O -1.87 0.33 -2.08  -0.83
C -0.62 0.14 -2.76  -0.25
O -3.08 1.13 -0.08  -0.85
C -4.00 1.81 -0.95  -0.26
H -2.93 -3.06 0.56  0.18
H -3.93 -1.70 1.14  0.17
H -2.18 -1.71 1.44  0.19
H -0.86 -0.12 -3.79  0.18
H -0.04 -0.67 -2.32  0.17
H -0.05 1.07 -2.74  0.22
H -4.34 2.68 -0.41  0.20
H -3.49 2.14 -1.85  0.23
H -4.84 1.15 -1.19  0.15



Entry 8:
ORCA calculation (ωB97M-V/def2-TZVPD) on a gas-phase ion, CH7N2Si (charge +1).

Calculated values
HOMO level ... -15.92 eV
LUMO energy ... -4.3 eV
Energy relative to the best compared isomer or geometry (same formula, charge and spin) ... 70.4 kJ/mol
Net charge ... +1
SMILES ... NC(=[NH2+])[SiH3]
Gap between HOMO and LUMO ... 11.62 eV

Each line ends with the natural charge from an NBO analysis.
Element x y z (Å)
C 0.39 -0.17 -0.07  0.26
N 1.15 -1.20 0.10  -0.70
N 1.00 0.99 -0.27  -0.71
Si -1.62 0.04 -0.07  0.73
H 2.13 -1.13 0.27  0.41
H 0.87 -2.13 0.37  0.44
H 1.96 1.19 -0.24  0.41
H 0.50 1.84 -0.24  0.42
H -2.12 0.97 1.07  -0.09
H -2.09 0.90 -1.20  -0.08
H -2.18 -1.30 0.27  -0.09



Entry 9:
ORCA calculation (ωB97M-V/def2-TZVPD) on 4 unconnected molecules or ions with the total composition C15H38N6O4.

Calculated values
HOMO level ... -8.46 eV
LUMO energy ... 0.4 eV
SMILES ... CC1(C)CCCC(C)(C)N1O.COC[C@H](C)N.NC(N)=O.NC(N)=O
Gap between HOMO and LUMO ... 8.85 eV

Each line ends with the natural charge from an NBO analysis.
Element x y z (Å)
C 3.08 -2.55 1.22  -0.64
C 2.33 -3.86 0.99  0.09
C 2.09 -4.39 2.33  -0.41
C 1.00 -3.73 3.19  -0.40
C -0.27 -3.90 2.26  -0.41
C -0.19 -3.39 0.82  0.13
N 1.07 -3.84 0.20  -0.19
O 1.31 -3.20 -1.00  -0.58
C -1.43 -4.03 0.07  -0.62
C -0.38 -1.84 0.85  -0.65
C 3.32 -4.89 0.31  -0.60
H 3.30 -2.01 0.30  0.22
H 4.06 -2.65 1.70  0.22
H 2.47 -1.83 1.76  0.21
H 1.78 -5.42 2.20  0.20
H 2.94 -4.48 3.01  0.22
H 1.28 -2.77 3.63  0.21
H 0.96 -4.37 4.07  0.21
H -1.08 -3.30 2.68  0.21
H -0.57 -4.95 2.25  0.21
H -1.64 -5.10 0.08  0.22
H -2.35 -3.51 0.34  0.21
H -1.27 -3.73 -0.96  0.21
H 0.31 -1.34 1.54  0.22
H -0.39 -1.43 -0.16  0.23
H -1.42 -1.59 1.04  0.21
H 3.15 -5.96 0.39  0.21
H 4.33 -4.68 0.66  0.20
H 3.37 -4.78 -0.78  0.21
H 1.10 -3.90 -1.62  0.47
C -3.16 5.12 -4.41  -0.61
C -3.09 3.60 -4.31  -0.06
C -4.27 2.86 -5.02  -0.09
O -4.04 1.39 -4.79  -0.57
C -5.25 0.63 -5.10  -0.26
N -1.81 3.25 -4.81  -0.87
H -4.05 5.44 -3.88  0.20
H -3.28 5.51 -5.42  0.21
H -2.38 5.64 -3.87  0.22
H -2.98 3.39 -3.25  0.20
H -4.53 3.00 -6.07  0.18
H -5.10 3.23 -4.41  0.17
H -4.94 -0.42 -5.07  0.19
H -5.39 0.80 -6.17  0.18
H -6.06 0.79 -4.40  0.18
H -1.31 3.65 -5.59  0.37
H -1.96 2.26 -4.94  0.37
C 1.66 3.18 6.78  0.77
O 0.79 3.25 7.56  -0.65
N 2.03 4.23 5.99  -0.85
N 2.34 2.05 6.62  -0.86
H 1.57 5.12 6.11  0.41
H 2.75 4.08 5.29  0.39
H 3.14 1.78 6.06  0.40
H 2.05 1.43 7.37  0.40
C 2.22 3.91 -0.09  0.74
O 3.10 3.75 0.74  -0.69
N 2.11 3.18 -1.13  -0.81
N 1.38 4.90 -0.08  -0.83
H 2.90 2.62 -1.41  0.42
H 1.35 3.49 -1.72  0.38
H 0.60 4.92 -0.73  0.38
H 1.35 5.40 0.79  0.41



Entry 10:
ORCA calculation (ωB97M-V/def2-TZVPD) on a molecular structure, C28H25N3O4SiV.

Calculated values
HOMO level (alpha / beta) ... -11.40 / -11.40 eV
LUMO energy (alpha / beta) ... -4.0 / -4.0 eV
Energy relative to the best compared isomer or geometry (same formula, charge and spin) ... 0.0 kJ/mol
Net charge ... +1
Gap between HOMO and LUMO (alpha / beta) ... 7.39 / 7.38 eV

Each line ends with the natural charge from an NBO analysis.
Element x y z (Å)
V -0.06 0.04 0.04  1.32
O 0.08 -1.50 1.00  -0.67
C 0.96 -1.86 1.94  0.41
C 0.56 -2.70 2.98  -0.29
C 1.48 -3.09 3.93  -0.14
C 2.82 -2.68 3.86  -0.23
C 3.22 -1.87 2.83  -0.13
C 2.30 -1.43 1.86  -0.24
C 2.76 -0.64 0.75  0.19
N 1.96 -0.05 -0.07  -0.37
N 2.51 0.48 -1.21  -0.35
C 1.56 0.66 -2.08  0.55
O 0.30 0.34 -1.78  -0.70
C 1.83 1.17 -3.43  -0.09
C 0.76 1.40 -4.30  -0.19
C 1.00 1.86 -5.58  -0.20
C 2.31 2.10 -5.99  -0.17
C 3.37 1.88 -5.13  -0.21
C 3.13 1.41 -3.85  -0.17
H -0.47 -3.03 3.02  0.24
H 1.16 -3.74 4.74  0.23
H 3.52 -3.01 4.61  0.24
H 4.25 -1.56 2.75  0.23
H 3.82 -0.57 0.55  0.23
H -0.25 1.21 -3.96  0.23
H 0.18 2.04 -6.25  0.22
H 2.50 2.47 -6.99  0.23
H 4.38 2.07 -5.45  0.23
H 3.95 1.23 -3.16  0.23
N -0.15 1.00 2.05  -0.82
C -1.31 1.91 2.14  -0.35
C -2.11 1.86 0.85  0.78
O -3.18 2.38 0.73  -0.53
O -1.49 1.18 -0.12  -0.70
H -0.18 0.31 2.79  0.41
H 0.71 1.52 2.19  0.39
H -1.00 2.94 2.31  0.24
H -1.97 1.62 2.96  0.24
C -3.41 0.57 -5.15  -0.17
C -3.68 0.96 -3.85  -0.20
C -3.08 0.29 -2.79  -0.19
C -2.19 -0.76 -3.04  -0.52
C -1.94 -1.15 -4.36  -0.19
C -2.55 -0.49 -5.41  -0.22
Si -1.38 -1.64 -1.65  1.57
C 0.01 -2.78 -1.96  -0.62
C 0.97 -2.53 -2.95  -0.11
C 2.05 -3.38 -3.11  -0.23
C 2.19 -4.49 -2.29  -0.16
C 1.26 -4.75 -1.30  -0.21
C 0.18 -3.90 -1.13  -0.15
H -3.89 1.08 -5.98  0.23
H -4.35 1.78 -3.65  0.23
H -3.29 0.61 -1.78  0.24
H -1.28 -1.99 -4.57  0.22
H -2.36 -0.81 -6.43  0.23
H -2.26 -2.02 -0.53  -0.16
H 0.88 -1.66 -3.59  0.21
H 2.78 -3.17 -3.88  0.23
H 3.04 -5.15 -2.42  0.23
H 1.37 -5.62 -0.66  0.23
H -0.54 -4.10 -0.34  0.22



Entry 11:
ORCA calculation (ωB97M-V/def2-TZVPD) on a molecular structure, C4H20GaO4S.

Calculated values
HOMO level ... -4.80 eV
LUMO energy ... 3.1 eV
Energy relative to the best compared isomer or geometry (same formula, charge and spin) ... 0.0 kJ/mol
Net charge ... -1
Gap between HOMO and LUMO ... 7.90 eV

Each line ends with the natural charge from an NBO analysis.
Element x y z (Å)
S 1.33 -0.22 -0.27  -0.73
Ga -0.81 0.83 -0.43  0.55
H 2.10 0.89 -0.30  0.14
H -1.44 0.23 -1.78  -0.32
H -1.58 0.35 0.87  -0.31
H -0.53 2.40 -0.52  -0.31
C 1.27 2.54 2.32  -0.25
O 1.56 1.29 2.93  -0.75
H 1.29 3.29 3.11  0.16
H 2.01 2.81 1.56  0.15
H 0.28 2.55 1.85  0.19
H 1.52 0.62 2.23  0.49
C 2.49 -3.88 -1.02  -0.25
O 2.11 -3.68 0.33  -0.75
H 2.90 -4.89 -1.09  0.16
H 1.65 -3.79 -1.71  0.19
H 3.25 -3.17 -1.34  0.16
H 1.74 -2.79 0.40  0.49
C 0.41 -1.52 -3.94  -0.26
O 0.66 -2.92 -3.80  -0.73
H 0.58 -1.07 -2.97  0.23
H 1.09 -1.06 -4.67  0.14
H -0.62 -1.32 -4.23  0.16
H 0.50 -3.36 -4.64  0.45
C -4.22 2.89 2.82  -0.24
O -2.94 2.31 2.71  -0.71
H -4.18 3.84 2.28  0.18
H -5.00 2.28 2.36  0.15
H -4.51 3.10 3.86  0.14
H -2.92 1.44 3.11  0.47



Entry 12:
ORCA calculation (ωB97M-V/def2-TZVPD) on 2 unconnected molecules or ions with the total composition C4H13N3O.

Calculated values
HOMO level ... -9.01 eV
LUMO energy ... 0.7 eV
Energy relative to the best compared isomer or geometry (same formula, charge and spin) ... 151.8 kJ/mol
SMILES ... [H]/N=C\NCCCN.O
Gap between HOMO and LUMO ... 9.74 eV

Each line ends with the natural charge from an NBO analysis.
Element x y z (Å)
C -0.39 -0.35 -1.88  -0.22
C 0.33 -1.32 -0.95  -0.42
C 0.94 -0.72 0.31  -0.23
N 3.03 0.53 2.00  -0.71
C 2.54 1.06 0.96  0.28
N 1.57 0.56 0.13  -0.63
N -1.59 0.28 -1.34  -0.83
H 0.30 0.46 -2.18  0.17
H -0.58 -0.75 -2.87  0.20
H 1.13 -1.82 -1.51  0.21
H -0.33 -2.13 -0.67  0.21
H 0.18 -0.60 1.09  0.19
H 1.59 -1.49 0.72  0.19
H 2.73 -0.42 2.20  0.33
H 2.79 2.10 0.79  0.17
H 1.54 0.96 -0.79  0.39
H -2.21 -0.44 -0.98  0.35
H -1.33 0.86 -0.56  0.36
H -4.07 1.05 1.06  0.47
H -4.28 1.44 2.51  0.47
O -3.90 0.76 1.95  -0.94